(1)
Density functional theory data (ωB97M-V with the def2-TZVPD basis set) for 4 unconnected molecules or ions with the total composition C15H36INO17P3 at a distorted geometry.

Results
Gap between HOMO and LUMO, Eh: 0.202
HOMO level, Eh: -0.1678
LUMO level, Ha: 0.03430
Spin multiplicity: 1
Charge: -1

Atoms and positions in Å:
C1 0.37 3.39 1.69
N1 1.75 3.82 1.75
C2 2.53 3.34 0.64
C3 4.03 3.46 0.83
O1 4.73 4.33 0.52
I1 4.94 1.66 1.78
C4 1.87 5.26 2.05
C5 2.84 5.57 3.23
O2 2.91 4.45 4.11
O3 4.31 4.14 4.22
C6 2.16 6.15 0.81
O4 3.13 6.94 0.91
O5 1.41 6.01 -0.19
H1 -0.04 3.26 2.69
H2 -0.22 4.11 1.12
H3 0.29 2.42 1.19
H4 2.35 2.27 0.58
H5 2.23 3.74 -0.34
H6 0.89 5.56 2.41
H7 3.83 5.81 2.87
H8 2.39 6.40 3.77
H9 4.32 3.21 4.49
C7 -4.43 -3.47 0.71
O6 -3.04 -3.14 0.81
P1 -2.60 -1.98 1.91
O7 -2.55 -0.73 1.13
O8 -1.17 -2.68 2.15
C8 -0.26 -2.82 1.04
O9 -2.64 -1.47 3.45
C9 -2.72 -2.44 4.51
H10 -4.55 -4.21 -0.07
H11 -4.80 -3.90 1.65
H12 -5.02 -2.58 0.46
H13 -0.38 -2.00 0.33
H14 -0.42 -3.77 0.54
H15 0.75 -2.80 1.44
H16 -1.77 -2.98 4.61
H17 -3.53 -3.15 4.34
H18 -2.91 -1.91 5.44
C10 4.03 -4.99 -3.27
O10 3.33 -6.00 -2.51
P2 1.73 -5.75 -2.19
O11 1.71 -5.13 -0.85
O12 1.44 -7.34 -2.20
C11 2.10 -8.17 -1.26
O13 0.25 -5.44 -2.79
C12 -0.07 -5.88 -4.12
H19 5.07 -5.29 -3.36
H20 3.61 -4.90 -4.27
H21 3.98 -4.02 -2.77
H22 2.30 -7.63 -0.33
H23 3.04 -8.55 -1.68
H24 1.45 -9.02 -1.05
H25 -0.17 -6.97 -4.15
H26 0.68 -5.57 -4.84
H27 -1.02 -5.43 -4.40
C13 -1.41 1.27 -1.20
O14 -1.41 2.65 -1.61
P3 -2.70 3.20 -2.47
O15 -2.29 3.08 -3.88
O16 -2.59 4.68 -1.86
C14 -1.40 5.45 -2.08
O17 -4.33 3.26 -2.54
C15 -5.05 3.35 -1.30
H28 -0.48 1.07 -0.67
H29 -2.24 1.06 -0.52
H30 -1.48 0.61 -2.07
H31 -0.94 5.20 -3.04
H32 -0.69 5.29 -1.27
H33 -1.68 6.50 -2.08
H34 -4.93 4.33 -0.84
H35 -4.74 2.58 -0.59
H36 -6.11 3.20 -1.52

(2)
Density functional theory data (ωB97M-V with the def2-TZVPD basis set) for 11 unconnected molecules or ions with the total composition C31H44N10O10S at a distorted geometry.

Results
Gap between HOMO and LUMO, Eh: 0.258
HOMO level, Eh: -0.1205
LUMO level, Ha: 0.13770
Spin multiplicity: 1
Charge: -2

Atoms and positions in Å:
S1 -0.08 -0.33 0.01
O1 0.42 -1.05 -1.08
O2 -1.24 -1.00 0.58
O3 0.99 -0.26 1.05
O4 -0.52 0.97 -0.32
N1 -1.39 4.01 -1.47
C1 -2.67 4.53 -1.34
C2 -2.52 5.95 -1.98
C3 -1.00 6.23 -2.08
C4 -0.29 4.98 -1.74
H1 -0.93 3.15 -0.92
H2 -3.38 3.94 -0.95
H3 -3.34 6.64 -2.24
H4 -0.55 7.08 -2.30
H5 0.63 4.63 -1.48
N2 -1.01 -2.50 2.71
C5 -1.98 -3.05 3.60
C6 -1.25 -3.88 4.67
C7 0.23 -3.62 4.34
C8 0.27 -2.87 3.05
H6 -1.33 -1.86 1.95
H7 -3.16 -2.82 3.36
H8 -1.69 -4.57 5.41
H9 1.06 -4.01 4.98
H10 1.07 -2.46 2.26
N3 1.66 1.53 3.49
C9 1.67 0.80 4.61
C10 1.84 1.94 5.70
C11 1.94 3.21 5.00
C12 1.77 2.95 3.48
H11 1.58 1.08 2.62
H12 1.46 -0.20 4.53
H13 1.94 1.71 6.72
H14 2.11 4.08 5.45
H15 1.79 3.55 2.56
N4 -3.54 0.98 1.23
C13 -4.69 0.45 1.75
C14 -5.73 1.63 1.97
C15 -4.86 2.84 1.75
C16 -3.51 2.28 1.23
H16 -2.74 0.39 0.92
H17 -4.77 -0.57 1.89
H18 -6.85 1.44 2.35
H19 -5.18 3.78 1.64
H20 -2.70 2.84 0.85
N5 0.66 -3.39 -1.92
C17 0.91 -4.45 -0.96
C18 0.88 -5.77 -1.76
C19 0.52 -5.36 -3.18
C20 0.35 -3.81 -3.18
H21 0.61 -2.46 -1.78
H22 1.10 -4.24 0.03
H23 1.07 -6.56 -1.25
H24 0.46 -6.06 -3.93
H25 0.02 -3.23 -3.99
N6 1.44 0.65 -3.39
C21 2.12 -0.26 -4.30
C22 2.88 0.78 -5.26
C23 2.11 2.01 -5.18
C24 1.34 1.99 -3.81
H26 1.20 0.43 -2.61
H27 2.25 -1.29 -4.19
H28 3.46 0.48 -6.24
H29 2.38 2.90 -5.72
H30 0.88 2.72 -3.20
N7 3.29 -1.42 1.25
C25 4.15 -1.43 2.32
C26 5.58 -1.67 1.70
C27 5.31 -1.99 0.35
C28 3.86 -1.84 0.00
H31 2.33 -1.03 1.01
H32 3.94 -1.12 3.25
H33 6.57 -1.72 2.39
H34 6.11 -2.27 -0.33
H35 3.14 -2.05 -0.82
C29 2.88 3.17 -0.23
N8 3.04 4.56 0.28
O5 2.01 5.23 0.53
O6 4.19 4.92 0.48
H36 2.85 3.38 -1.13
H37 1.86 2.57 0.08
H38 3.69 2.46 0.14
C30 -2.57 -3.58 -0.47
N9 -3.87 -3.78 -0.08
O7 -4.14 -3.80 1.11
O8 -4.69 -4.17 -0.95
H39 -2.41 -2.62 -0.81
H40 -2.27 -4.25 -1.37
H41 -2.14 -3.56 0.39
C31 -2.53 -0.06 -2.88
N10 -2.79 -1.12 -3.93
O9 -3.37 -2.06 -3.57
O10 -2.72 -0.81 -5.10
H42 -2.95 0.99 -3.04
H43 -1.58 0.00 -2.67
H44 -2.95 -0.56 -1.89

(3)
Density functional theory data (ωB97M-V with the def2-TZVPD basis set) for a molecular structure, C10H17FeNO7S3.

Results
Gap between HOMO and LUMO (alpha / beta), Eh: 0.324 / 0.325
HOMO level (alpha / beta), Eh: -0.3224 / -0.3234
LUMO level (alpha / beta), Ha: 0.00145 / 0.00137
Spin multiplicity: 5
Charge: 0

Atoms and positions in Å:
Fe1 0.22 0.27 -0.82
O1 -0.38 2.89 -3.24
C1 -0.38 2.70 -1.95
O2 -1.11 1.89 -1.38
C2 0.67 3.48 -1.18
O3 0.82 2.85 0.07
C3 2.16 2.73 0.52
C4 2.86 1.44 0.05
O4 4.03 1.31 0.33
O5 2.14 0.56 -0.57
H1 -0.76 2.04 -3.66
H2 0.36 4.53 -1.07
H3 1.59 3.46 -1.77
H4 2.12 2.71 1.61
H5 2.77 3.58 0.22
C5 -0.55 -3.18 -0.72
C6 -1.83 -2.72 -0.04
S1 -2.19 -0.96 -0.34
C7 -2.60 -0.37 1.32
C8 -1.50 -0.51 2.37
S2 0.06 0.25 1.85
C9 1.28 -1.05 2.17
C10 1.05 -2.39 1.47
S3 0.95 -2.25 -0.34
H6 -0.64 -3.08 -1.80
H7 -0.38 -4.24 -0.50
H8 -1.80 -2.89 1.03
H9 -2.66 -3.30 -0.44
H10 -3.51 -0.87 1.68
H11 -2.85 0.68 1.17
H12 -1.31 -1.55 2.63
H13 -1.82 -0.01 3.29
H14 1.36 -1.21 3.24
H15 2.22 -0.61 1.83
H16 0.15 -2.88 1.83
H17 1.89 -3.04 1.72
O6 -1.24 0.68 -4.14
N1 -0.89 -0.43 -3.77
O7 -0.30 -0.52 -2.65